Entry from OMol25: an isolated ion of composition C6H15N2 and charge +1 in a non-equilibrium geometry (ωB97M-V with the def2-TZVPD basis set).

Output
E_HOMO	-11.60	eV
relative energy (zero: lowest compared OMol25 entry of this formula, charge and spin)	3.449	eV
SMILES	CN/C=C/C[C@@H](C)[NH3+]
net charge	+1
spin multiplicity	1

Each line ends with the Löwdin charge.
CARTESIAN COORDINATES (ANGSTROEM)
C1 -1.14 -2.71 -1.39  -0.097
C2 -0.80 -1.29 -1.00  -0.331
C3 0.78 -1.30 -0.56  -0.142
C4 1.33 -0.03 0.05  -0.129
C5 0.81 1.20 0.08  -0.193
N1 1.30 2.20 0.91  -0.098
C6 0.26 2.87 1.71  -0.132
N2 -1.76 -0.73 0.06  0.199
H1 -2.16 -3.09 -1.41  0.069
H2 -0.38 -3.64 -1.08  0.154
H3 -1.06 -2.77 -2.50  0.092
H4 -0.99 -0.62 -1.89  0.158
H5 1.23 -1.43 -1.59  0.137
H6 0.93 -2.27 0.14  0.160
H7 2.24 -0.22 0.62  0.110
H8 -0.12 1.42 -0.59  0.143
H9 2.16 2.04 1.43  0.132
H10 0.64 3.33 2.71  0.115
H11 -0.05 3.82 1.16  0.093
H12 -0.67 2.34 1.97  0.057
H13 -2.78 -1.12 0.06  0.218
H14 -1.81 0.30 -0.13  0.155
H15 -1.35 -0.84 0.94  0.129

Entry from OMol25: a 2-piece molecular cluster, C4H10N overall in a non-equilibrium geometry (ωB97M-V with the def2-TZVPD basis set).

Output
E_HOMO (spin up / spin down)	-21.04 / -21.04	eV
relative energy (zero: lowest compared OMol25 entry of this formula, charge and spin)	2.127	eV
net charge	+2
spin multiplicity	2

Each line ends with the Löwdin charge.
CARTESIAN COORDINATES (ANGSTROEM)
C1 1.56 -0.18 -2.10  0.237
C2 2.36 -0.76 -1.20  0.242
H1 1.79 -0.15 -3.10  0.101
H2 0.71 0.52 -1.69  0.154
H3 2.79 -1.73 -1.38  0.141
H4 2.18 -0.44 -0.18  0.118
C3 -1.47 -0.71 0.66  0.013
C4 -0.96 1.62 1.21  0.193
N1 -1.62 0.54 1.46  0.009
H5 -2.35 -1.24 0.93  0.097
H6 -0.55 -1.23 1.06  0.121
H7 -1.35 -0.47 -0.46  0.120
H8 -0.72 1.85 0.19  0.110
H9 -0.53 2.03 2.16  0.160
H10 -1.84 0.35 2.44  0.183

Entry from OMol25: C28H59N5O16PY as an isolated structure in a non-equilibrium geometry (ωB97M-V with the def2-TZVPD basis set).

Output
E_HOMO	-7.69	eV
net charge	0
spin multiplicity	1

Each line ends with the Löwdin charge.
CARTESIAN COORDINATES (ANGSTROEM)
C1 -9.99 -5.04 -15.27  -0.034
C2 -9.00 -5.59 -14.20  -0.199
C3 -7.66 -6.05 -14.77  -0.191
O1 -6.98 -5.12 -15.59  -0.180
C4 -5.76 -5.55 -16.07  -0.129
N1 -8.70 -4.40 -13.16  0.251
H1 -7.90 -4.56 -12.56  0.090
H2 -8.44 -3.60 -13.71  0.149
H3 -9.39 -4.15 -12.46  0.073
H4 -9.65 -4.24 -15.93  0.079
H5 -10.87 -4.63 -14.78  0.085
H6 -10.36 -5.84 -15.91  0.088
H7 -9.51 -6.33 -13.57  0.141
H8 -7.87 -6.91 -15.40  0.137
H9 -6.96 -6.38 -13.99  0.114
H10 -5.05 -5.61 -15.24  0.080
H11 -5.33 -4.79 -16.72  0.092
H12 -5.71 -6.50 -16.59  0.094
Y1 -8.20 -3.74 -9.01  1.691
P1 -10.45 -4.46 -10.22  -0.076
O2 -9.67 -3.25 -10.77  -0.471
O3 -10.61 -4.00 -8.77  -0.428
O4 -9.21 -5.40 -10.12  -0.485
O5 -11.64 -5.00 -11.03  -0.372
C5 -4.14 -4.74 -11.11  -0.081
C6 -5.60 -4.62 -11.57  -0.400
O6 -6.52 -4.22 -10.57  -0.422
H13 -4.09 -5.17 -10.11  0.069
H14 -3.59 -3.84 -10.83  0.038
H15 -3.54 -5.39 -11.75  0.036
H16 -5.97 -5.58 -11.94  0.076
H17 -5.73 -3.95 -12.41  0.089
C7 -0.62 1.94 -15.80  -0.112
O7 -0.59 0.80 -14.91  -0.195
C8 -0.22 -0.40 -15.60  -0.162
C9 -0.07 -1.57 -14.53  -0.193
O8 -1.35 -2.08 -14.15  -0.207
C10 -1.26 -3.32 -13.41  -0.084
H18 0.38 2.27 -16.08  0.080
H19 -1.02 2.84 -15.35  0.081
H20 -1.17 1.84 -16.74  0.084
H21 0.67 -0.28 -16.22  0.119
H22 -1.06 -0.66 -16.23  0.121
H23 0.57 -1.31 -13.69  0.117
H24 0.51 -2.37 -14.99  0.111
H25 -0.91 -4.09 -14.09  0.084
H26 -2.27 -3.51 -13.03  0.073
H27 -0.51 -3.34 -12.62  0.082
C11 -5.00 -9.27 -10.63  -0.286
O9 -5.55 -10.27 -10.15  -0.015
N2 -3.76 -9.27 -11.21  -0.214
C12 -2.95 -10.45 -11.18  -0.055
C13 -3.11 -8.10 -11.72  -0.064
H28 -5.46 -8.27 -10.57  0.134
H29 -3.56 -11.28 -10.81  0.089
H30 -2.10 -10.27 -10.52  0.092
H31 -2.61 -10.74 -12.17  0.091
H32 -3.69 -7.26 -12.11  0.065
H33 -2.48 -7.93 -10.84  0.098
H34 -2.42 -8.29 -12.55  0.088
C14 -8.10 -0.33 -9.87  -0.288
O10 -8.03 -1.19 -9.01  -0.070
N3 -7.14 -0.07 -10.78  -0.158
C15 -7.32 1.08 -11.65  -0.060
C16 -5.85 -0.73 -10.86  -0.025
H35 -9.07 0.16 -10.03  0.158
H36 -7.13 0.80 -12.68  0.094
H37 -6.81 2.00 -11.38  0.092
H38 -8.34 1.46 -11.62  0.088
H39 -5.18 -0.08 -10.31  0.085
H40 -5.85 -1.77 -10.54  0.072
H41 -5.53 -0.77 -11.90  0.095
C17 -5.08 -3.19 -7.35  -0.326
O11 -6.16 -3.10 -7.82  -0.050
N4 -4.27 -2.17 -7.01  -0.166
C18 -3.01 -2.39 -6.39  -0.069
C19 -4.77 -0.81 -7.08  -0.015
H42 -4.50 -4.11 -7.21  0.151
H43 -3.18 -2.34 -5.31  0.095
H44 -2.30 -1.58 -6.54  0.082
H45 -2.55 -3.37 -6.48  0.101
H46 -5.08 -0.34 -6.15  0.099
H47 -3.90 -0.25 -7.43  0.088
H48 -5.61 -0.65 -7.76  0.074
C20 -0.36 0.00 -9.19  -0.269
O12 -0.29 -0.51 -8.00  -0.071
N5 -1.10 -0.50 -10.21  -0.181
C21 -1.28 0.25 -11.41  -0.072
C22 -1.99 -1.67 -9.98  -0.005
H49 0.25 0.86 -9.50  0.132
H50 -0.51 0.99 -11.65  0.094
H51 -2.18 0.85 -11.54  0.092
H52 -1.21 -0.46 -12.23  0.069
H53 -1.91 -2.17 -9.01  0.072
H54 -2.97 -1.21 -9.91  0.080
H55 -1.70 -2.41 -10.73  0.071
C23 -8.98 -10.98 -11.76  0.046
C24 -9.65 -11.14 -10.62  -0.226
C25 -9.91 -10.02 -9.58  -0.266
O13 -10.35 -10.21 -8.42  0.075
C26 -9.36 -8.77 -10.08  0.060
C27 -8.74 -8.57 -11.27  -0.161
C28 -8.54 -9.69 -12.32  -0.316
O14 -8.16 -9.66 -13.45  0.114
O15 -8.27 -7.33 -11.61  0.030
O16 -9.85 -12.39 -10.17  0.082
H56 -8.55 -11.85 -12.24  0.133
H57 -9.29 -7.97 -9.35  0.125
H58 -8.66 -6.65 -11.05  0.012
H59 -10.03 -12.34 -9.23  0.103